No. 1
Computed, not measured: 8 unconnected molecules or ions with the total composition C25H34BCl2FN8O3 in a non-equilibrium geometry, with the ωB97M-V functional and the def2-TZVPD basis.

HOMO in eV: -9.223
Calculated total energy in Ha: -2681.8756
Multiplicity: 1
HOMO-LUMO gap in Ha: 0.2918

Each line ends with the Löwdin charge.
Cartesian coordinates (Å):
C -4.53 1.05 -1.49  -0.1073
C -3.08 1.53 -1.65  -0.6715
Cl -3.12 3.00 -2.70  0.6002
C -2.18 0.52 -2.37  -0.1996
C -1.96 -0.69 -1.55  -0.1792
C -2.58 -1.82 -1.74  -0.4951
Cl -3.73 -2.13 -2.99  0.7998
C -2.27 -3.00 -0.86  -0.3742
O -2.36 -4.09 -1.32  0.1190
C -1.82 -2.73 0.54  0.0592
B -2.13 -3.80 1.69  -0.5061
N -2.75 -5.08 1.31  0.1386
O -1.90 -3.60 3.03  0.1465
C -1.17 -1.59 0.69  -0.1074
C -0.55 -1.10 1.95  -0.1080
C 0.86 -1.67 2.09  -0.1764
F 0.87 -2.92 2.67  -0.0329
C -1.00 -0.66 -0.44  -0.3268
O -0.13 0.14 -0.48  0.1505
H -4.78 1.08 -0.43  0.0585
H -5.21 1.73 -1.97  0.0504
H -4.68 0.03 -1.83  0.0329
H -2.70 1.80 -0.68  0.0629
H -2.62 0.31 -3.33  0.1008
H -1.24 1.03 -2.59  0.1078
H -3.62 -4.92 0.83  0.0724
H -2.13 -5.63 0.72  0.0715
H -2.43 -2.86 3.35  0.1120
H -0.41 -0.03 1.84  0.0979
H -1.16 -1.24 2.83  0.1169
H 1.51 -1.02 2.66  0.1249
H 1.26 -1.79 1.09  0.1062
C -1.45 3.13 2.08  -0.0650
C -2.33 1.97 1.98  -0.2683
N -3.02 1.06 1.88  0.1660
H -1.78 3.79 2.89  0.0639
H -0.43 2.82 2.29  0.0839
H -1.44 3.70 1.16  0.0479
C 1.14 4.29 -2.90  -0.0764
C 0.69 4.20 -1.52  -0.2571
N 0.34 4.12 -0.43  0.1440
H 0.47 3.73 -3.57  0.0828
H 1.15 5.32 -3.24  0.0854
H 2.15 3.88 -3.02  0.0185
C 1.89 -2.27 -2.18  -0.0727
C 1.55 -1.63 -3.44  -0.2786
N 1.29 -1.12 -4.44  0.1299
H 2.96 -2.45 -2.09  0.0748
H 1.59 -1.65 -1.34  0.0511
H 1.39 -3.23 -2.07  0.0847
C 3.74 -5.54 2.81  -0.0545
C 3.59 -4.81 1.56  -0.2619
N 3.45 -4.23 0.58  0.1468
H 4.79 -5.57 3.12  0.0861
H 3.17 -5.08 3.61  0.0860
H 3.40 -6.57 2.71  0.0869
C -5.92 3.34 2.74  -0.0717
C -4.90 4.03 3.52  -0.2796
N -4.08 4.56 4.12  0.1334
H -6.09 3.84 1.79  0.0837
H -5.62 2.31 2.54  0.0654
H -6.87 3.32 3.28  0.0820
C 5.72 5.58 -3.12  -0.0632
C 4.74 4.62 -3.59  -0.2445
N 3.96 3.86 -3.95  0.1427
H 5.39 6.08 -2.21  0.0851
H 6.67 5.09 -2.90  0.0851
H 5.91 6.35 -3.87  0.0846
C 5.76 -1.90 0.75  -0.0873
C 6.78 -1.53 1.71  -0.2851
N 7.58 -1.25 2.48  0.1207
H 6.05 -1.61 -0.26  0.0835
H 5.58 -2.97 0.74  0.0407
H 4.81 -1.41 0.97  0.0755

=====

No. 2
Computed, not measured: 8 unconnected molecules or ions with the total composition C25H34BN9O in a non-equilibrium geometry, with the ωB97M-V functional and the def2-TZVPD basis.

HOMO in eV: -8.989
Calculated total energy in Ha: -1565.5452
Multiplicity: 1
HOMO-LUMO gap in Ha: 0.3085

Each line ends with the Löwdin charge.
Cartesian coordinates (Å):
C -0.48 2.30 3.49  0.0771
C 0.28 1.37 2.93  0.0099
B 1.42 0.26 2.52  -0.2958
C 1.06 -1.34 2.55  -0.0545
C -0.12 -1.64 1.48  -0.3456
O -1.30 -1.84 1.94  -0.0023
N 0.08 -1.65 0.01  -0.1729
C 1.51 -1.84 -0.38  -0.1031
C -0.56 -0.47 -0.66  -0.0895
C 2.89 0.87 2.13  -0.1009
C 3.00 2.02 1.08  0.0003
C 4.49 2.47 0.92  -0.0347
C 5.59 1.78 1.75  -0.1353
N 5.54 0.69 2.69  0.0178
C 4.16 0.32 2.81  -0.1320
H -0.84 3.36 3.76  0.0548
H 1.99 -2.01 2.38  0.0994
H 0.70 -1.59 3.63  0.1349
H 1.53 -2.33 -1.43  0.0781
H 2.01 -0.79 -0.40  0.0856
H 2.11 -2.53 0.31  0.0957
H -1.17 0.21 0.05  0.1076
H 0.18 0.18 -1.28  0.0924
H -1.32 -0.89 -1.43  0.0596
H 2.13 2.50 0.53  0.0859
H 4.76 3.31 0.18  0.0636
H 6.67 2.20 1.59  0.1102
H 3.98 -0.56 3.55  0.1226
C -4.86 -2.37 -1.07  -0.0925
C -4.16 -1.16 -1.62  -0.2273
N -3.61 -0.20 -2.06  0.1069
H -5.05 -2.23 0.00  0.0797
H -5.81 -2.52 -1.58  0.0345
H -4.24 -3.26 -1.20  0.0692
C 4.67 2.82 5.12  -0.0666
C 3.48 3.60 5.61  -0.2381
N 2.53 4.21 6.01  0.0914
H 5.19 2.36 5.96  0.0812
H 4.35 2.05 4.42  0.0269
H 5.36 3.50 4.60  0.0795
C 0.03 6.59 3.02  -0.0631
C 0.62 5.38 2.34  -0.2224
N 1.09 4.43 1.79  0.1476
H -0.93 6.84 2.57  0.0774
H -0.13 6.37 4.08  0.0772
H 0.70 7.44 2.93  0.0786
C -6.70 -3.13 -5.21  -0.0539
C -6.14 -3.86 -4.02  -0.2056
N -5.69 -4.44 -3.08  0.1243
H -6.05 -2.29 -5.47  0.0806
H -6.76 -3.80 -6.07  0.0802
H -7.70 -2.75 -4.98  0.0810
C -8.05 -4.71 -0.49  -0.0790
C -9.19 -4.37 -1.41  -0.2491
N -10.09 -4.11 -2.15  0.0975
H -8.41 -5.31 0.35  0.0766
H -7.29 -5.27 -1.03  0.0561
H -7.61 -3.79 -0.10  0.0656
C 2.33 -2.94 -4.82  -0.0628
C 2.96 -1.99 -3.85  -0.2260
N 3.47 -1.23 -3.08  0.1314
H 2.49 -2.60 -5.84  0.0783
H 2.76 -3.94 -4.70  0.0797
H 1.25 -3.00 -4.63  0.0789
C 3.87 2.16 -3.02  -0.0778
C 4.67 3.32 -2.49  -0.2461
N 5.31 4.24 -2.07  0.1058
H 3.16 2.52 -3.76  0.0777
H 4.54 1.43 -3.48  0.0646
H 3.33 1.69 -2.20  0.0531